{
  "formula": "C30H38N4OPRhS",
  "method": "ωB97M-V with the def2-TZVPD basis set",
  "elements": ["Rh", "N", "C", "S", "N", "N", "C", "C", "C", "C", "C", "C", "C", "O", "H", "H", "H", "H", "H", "H", "H", "C", "C", "C", "P", "C", "C", "C", "C", "C", "C", "C", "C", "C", "C", "N", "C", "C", "C", "C", "C", "C", "C", "C", "C", "H", "H", "H", "H", "H", "H", "H", "H", "H", "H", "H", "H", "H", "H", "H", "H", "H", "H", "H", "H", "H", "H", "H", "H", "H", "H", "H", "H", "H", "H", "H"],
  "positions_angstrom": [[0.495994, 1.027906, -0.607317], [3.632859, 3.937683, 0.050240], [2.519472, 3.220497, -0.297065], [2.717373, 1.497055, -0.494268], [1.402542, 3.859868, -0.430812], [0.330741, 3.029766, -0.731073], [-0.724024, 3.654956, -1.135917], [-1.990343, 3.079900, -1.494514], [-3.030108, 3.985606, -1.790638], [-4.287403, 3.560487, -2.132606], [-4.536977, 2.180559, -2.198886], [-3.547338, 1.271911, -1.924109], [-2.244444, 1.685090, -1.560762], [-1.360694, 0.756081, -1.325472], [4.524686, 3.510959, -0.130095], [3.574496, 4.931734, -0.102661], [-0.635846, 4.737568, -1.190500], [-2.813436, 5.046697, -1.737539], [-5.070240, 4.273442, -2.349985], [-5.522733, 1.825477, -2.473210], [-3.727678, 0.205972, -1.982809], [1.049126, 2.092820, 4.013203], [1.601554, 1.696644, 2.639821], [2.926352, 0.953238, 2.851575], [0.429466, 0.718835, 1.576403], [-1.236979, 1.048882, 2.274571], [-1.700423, 2.480844, 2.016093], [-2.277204, 0.040383, 1.800904], [0.761551, -1.014968, 1.750175], [0.866906, -1.680808, 2.976718], [1.055998, -3.044032, 3.040423], [1.181235, -3.773781, 4.349991], [1.138175, -3.733536, 1.816819], [1.031755, -3.109158, 0.599602], [0.830712, -1.705601, 0.522999], [0.714078, -1.016047, -0.635532], [0.486062, -1.727043, -1.845528], [-0.740788, -2.371660, -2.075532], [-1.826810, -2.379643, -1.037975], [-0.943430, -3.031424, -3.280123], [0.032976, -3.081938, -4.267878], [-0.228855, -3.764914, -5.582440], [1.250035, -2.473033, -4.006741], [1.496643, -1.804072, -2.811128], [2.857247, -1.217910, -2.563031], [1.819157, 2.657249, 4.542511], [0.823902, 1.213207, 4.619768], [0.158321, 2.714561, 3.967453], [1.791571, 2.606130, 2.063428], [2.804170, 0.155732, 3.584468], [3.666786, 1.656463, 3.238390], [3.316900, 0.517630, 1.937650], [-1.079079, 0.899609, 3.349151], [-2.010740, 2.590403, 0.978278], [-0.932330, 3.228834, 2.215521], [-2.565514, 2.705539, 2.643092], [-2.425776, 0.115784, 0.724737], [-3.230846, 0.253512, 2.288586], [-1.986360, -0.982806, 2.038943], [0.784703, -1.115606, 3.900789], [0.942617, -3.117472, 5.187405], [2.194800, -4.151546, 4.503957], [0.505252, -4.629688, 4.395416], [1.291554, -4.807837, 1.835264], [1.095611, -3.683185, -0.316055], [-2.027772, -1.366926, -0.697125], [-1.542891, -2.973397, -0.165574], [-2.741882, -2.805306, -1.450135], [-1.896395, -3.522061, -3.451040], [-0.944674, -4.579281, -5.469001], [0.689207, -4.173555, -6.005216], [-0.642049, -3.062669, -6.310192], [2.042949, -2.528874, -4.745876], [3.584810, -1.648498, -3.250651], [3.185875, -1.411938, -1.540405], [2.865848, -0.135303, -2.696929]],
  "forces_ev_per_a": [[0.2, -0.3, 0.0], [0.0, 0.0, 0.0], [-0.1, 0.0, -0.1], [0.1, 0.1, 0.1], [0.1, 0.0, 0.1], [-0.2, 0.2, -0.1], [0.0, 0.0, 0.0], [0.1, 0.0, 0.0], [0.0, 0.0, 0.0], [0.0, 0.0, 0.0], [0.0, 0.0, 0.0], [0.0, 0.0, 0.0], [0.1, 0.0, 0.0], [-0.2, 0.1, 0.1], [0.0, 0.0, 0.0], [0.0, 0.0, 0.0], [0.0, 0.0, 0.0], [0.0, 0.0, 0.0], [0.0, 0.0, 0.0], [0.0, 0.0, 0.0], [0.0, 0.0, 0.0], [0.0, 0.0, 0.0], [0.0, 0.0, 0.0], [0.0, 0.0, 0.0], [0.0, 0.1, 0.0], [0.0, 0.0, 0.0], [0.0, 0.0, 0.0], [0.0, 0.0, 0.0], [0.0, 0.0, -0.1], [0.0, 0.0, 0.0], [0.0, 0.0, 0.0], [0.0, 0.0, 0.0], [0.0, 0.0, 0.0], [0.0, 0.0, 0.0], [0.0, 0.0, 0.0], [0.0, 0.0, 0.0], [0.0, 0.0, 0.0], [0.0, 0.0, 0.0], [0.0, 0.0, 0.0], [0.0, 0.0, 0.0], [0.0, 0.0, 0.0], [0.0, 0.0, 0.0], [0.0, 0.0, 0.0], [0.0, 0.0, 0.0], [0.0, 0.0, 0.1], [0.0, 0.0, 0.0], [0.0, 0.0, 0.0], [0.0, 0.0, 0.0], [0.0, 0.0, 0.0], [0.0, 0.0, 0.0], [0.0, 0.0, 0.0], [0.0, 0.0, 0.0], [0.0, 0.0, 0.0], [0.0, 0.0, 0.0], [0.0, 0.0, 0.0], [0.0, 0.0, 0.0], [0.0, 0.0, 0.0], [0.0, 0.0, 0.0], [0.0, 0.0, 0.0], [0.0, 0.0, 0.0], [0.0, 0.0, 0.0], [0.0, 0.0, 0.0], [0.0, 0.0, 0.0], [0.0, 0.0, 0.0], [0.0, 0.0, 0.0], [0.0, 0.0, 0.0], [0.0, 0.0, 0.0], [0.0, 0.0, 0.0], [0.0, 0.0, 0.0], [0.0, 0.0, 0.0], [0.0, 0.0, 0.0], [0.0, 0.0, 0.0], [0.0, 0.0, 0.0], [0.0, 0.0, 0.0], [0.0, 0.0, 0.0], [0.0, 0.0, 0.0]],
  "mulliken_charge": [-0.704, -0.445, 0.644, -0.487, -1.345, 0.829, -0.748, 0.418, -0.815, -0.877, -0.515, -0.482, 0.667, -0.233, 0.240, 0.259, 0.327, 0.362, 0.392, 0.420, 0.462, -1.456, 0.898, -1.745, 3.155, 0.089, -1.886, -1.469, -0.698, -0.452, 0.311, -1.700, -0.959, -0.425, -0.209, 1.473, -1.779, 1.761, -0.998, -1.151, 0.644, -1.632, -0.873, 1.300, -1.506, 0.459, 0.238, 0.357, 0.184, 0.381, 0.477, 0.324, 0.935, 0.248, 0.336, 0.522, 0.058, 0.566, 0.289, 0.261, 0.340, 0.333, 0.371, 0.387, 0.501, -0.155, 0.323, 0.443, 0.371, 0.378, 0.389, 0.281, 0.402, 0.451, 0.296, 0.188],
  "energy_ha": -2310.42678,
  "homo_lumo_gap_ev": 6.580,
  "homo_ev": -6.86
}

***

{
  "formula": "C30H38N7O9P",
  "method": "ωB97M-V with the def2-TZVPD basis set",
  "elements": ["C", "C", "C", "C", "C", "C", "N", "O", "O", "H", "H", "H", "H", "H", "C", "C", "C", "C", "C", "C", "N", "O", "O", "H", "H", "H", "H", "H", "C", "C", "C", "C", "C", "C", "N", "O", "O", "H", "H", "H", "H", "H", "C", "C", "C", "C", "C", "C", "N", "O", "O", "H", "H", "H", "H", "H", "O", "P", "N", "C", "C", "N", "C", "C", "N", "C", "C", "H", "H", "H", "H", "H", "H", "H", "H", "H", "H", "H", "H", "H", "H", "H", "H", "H", "H"],
  "positions_angstrom": [[0.639708, -0.503084, -2.139802], [0.933518, 0.565096, -1.341652], [1.673578, 1.592946, -1.812012], [1.984238, 1.654486, -3.205912], [1.651158, 0.609356, -4.033852], [1.035528, -0.481584, -3.499282], [2.690438, 2.850156, -3.674572], [2.756378, 3.800196, -2.911222], [3.113018, 2.868156, -4.785242], [0.129278, -1.345924, -1.697672], [0.558728, 0.459916, -0.334242], [1.903248, 2.449056, -1.194972], [1.909458, 0.589336, -5.082322], [0.853958, -1.310724, -4.167082], [-2.101002, -1.055814, 2.441408], [-1.453582, -1.104134, 1.242568], [-0.192052, -0.487514, 1.112698], [0.386858, 0.164086, 2.266078], [-0.360802, 0.148746, 3.475698], [-1.599152, -0.410744, 3.596698], [1.679088, 0.788036, 2.125348], [2.450688, 0.338736, 1.257578], [1.974728, 1.736226, 2.878858], [-2.992362, -1.642674, 2.607168], [-1.990732, -1.613464, 0.456138], [0.440578, -0.518674, 0.237928], [0.081728, 0.704376, 4.289228], [-2.165252, -0.478714, 4.513928], [5.602798, 0.237296, 2.535158], [5.803548, 0.755656, 3.781448], [4.942668, 1.662286, 4.411718], [3.848688, 2.098696, 3.686718], [3.592628, 1.628746, 2.429878], [4.479038, 0.686536, 1.806498], [2.863288, 3.008616, 4.315268], [2.858518, 3.158356, 5.548308], [2.299048, 3.701686, 3.516008], [6.316298, -0.467364, 2.134178], [6.696768, 0.453956, 4.308258], [5.128538, 1.877526, 5.453598], [2.817948, 1.992636, 1.771198], [4.134488, 0.284146, 0.865348], [-1.283892, 3.882286, 3.458308], [-0.079562, 3.647306, 2.807408], [-0.064382, 2.868896, 1.603578], [-1.275542, 2.396036, 1.054588], [-2.500922, 2.661926, 1.724498], [-2.472092, 3.401476, 2.886768], [-1.243392, 1.462886, -0.099372], [-0.178092, 0.925756, -0.441642], [-2.319702, 1.229826, -0.668982], [-1.411642, 4.545866, 4.300768], [0.814888, 3.953976, 3.329258], [0.865878, 2.722416, 1.074828], [-3.402922, 2.527366, 1.145988], [-3.403852, 3.645576, 3.375278], [-0.464012, -2.169994, -0.594282], [-1.511942, -2.385344, -1.655972], [-1.924752, -0.947064, -2.476472], [-1.738192, 0.350396, -1.819582], [-2.786092, -0.898694, -3.702402], [-3.000552, -2.956764, -1.107322], [-3.506912, -2.727494, 0.192888], [-3.939272, -3.659524, -2.065802], [-0.975892, -3.501554, -2.903812], [0.095758, -2.992874, -3.819952], [-0.938682, -4.920764, -2.638752], [-2.636702, 0.803796, -1.401022], [-1.472922, 1.131236, -2.532332], [-0.925852, 0.276556, -1.096552], [-3.819872, -1.199794, -3.532882], [-2.367842, -1.625414, -4.398852], [-2.650472, 0.054296, -4.213792], [-3.706792, -1.660684, 0.293228], [-4.396712, -3.315474, 0.417918], [-2.740092, -3.036494, 0.903238], [-4.985122, -3.369494, -1.964772], [-3.588092, -3.609404, -3.096462], [-3.998972, -4.697414, -1.738202], [0.045658, -1.921874, -4.016272], [1.009988, -2.938144, -3.228942], [0.284738, -3.573564, -4.722822], [-1.202452, -5.479064, -3.536992], [-1.675242, -5.184764, -1.879872], [0.097278, -5.160874, -2.399532]],
  "forces_ev_per_a": [[1.6, -0.5, -4.6], [8.1, -3.0, -6.7], [1.4, 2.5, -3.1], [-0.5, 0.1, 2.8], [0.9, 0.6, -1.3], [-0.1, 1.0, 1.4], [-0.9, 0.4, 1.4], [0.1, -0.1, 0.2], [0.8, -0.3, -2.0], [1.9, 1.0, -0.9], [13.0, -7.7, 5.2], [0.4, 0.0, 0.1], [0.2, 0.3, 0.0], [2.2, 2.5, -0.1], [-0.2, 0.1, 1.9], [0.5, 1.4, 0.7], [1.5, -1.1, 4.1], [-2.7, -2.3, -0.6], [1.7, 1.7, 0.0], [0.0, -1.0, -1.5], [-3.0, -3.0, -0.2], [-5.1, -0.8, -0.4], [-10.4, -5.6, 2.4], [-0.4, 0.1, -0.3], [1.3, 1.3, 1.0], [0.2, -2.8, 2.0], [0.0, -0.1, 0.3], [0.2, 0.3, 0.1], [-1.5, 0.5, -1.4], [0.7, 0.4, 1.4], [0.1, -0.8, -0.4], [2.0, 0.6, 3.1], [6.9, 2.0, -4.3], [1.8, -0.4, 2.1], [3.5, 0.9, 1.9], [-0.5, -0.5, -1.6], [1.4, 2.4, 0.8], [0.0, -0.1, -0.2], [0.0, -0.1, 0.3], [-0.3, 0.4, -0.1], [5.4, 3.0, -2.4], [1.6, 0.3, -0.1], [-0.9, -0.4, -1.1], [-1.6, -0.9, -0.7], [-1.1, 1.1, 0.4], [0.1, -1.1, -0.7], [1.0, 0.4, -1.3], [0.1, 0.2, 0.3], [-3.0, 12.3, 11.8], [-7.9, 11.3, 1.1], [-7.7, 3.9, 7.1], [0.5, -0.2, 0.3], [-1.0, 0.3, -0.8], [-0.1, 0.1, -0.1], [-0.3, -0.5, 0.4], [-0.2, 0.0, -0.1], [-2.5, -2.8, -1.4], [0.0, -2.8, -1.0], [-1.9, 1.6, 0.3], [5.7, -7.2, -9.4], [1.0, -1.1, 0.4], [0.2, -1.4, -3.1], [-0.2, -0.3, 1.0], [0.7, -0.2, 1.1], [-1.5, 2.7, -0.1], [-0.7, -1.0, 1.9], [0.2, 0.2, -0.2], [-7.8, -1.4, -5.4], [-0.1, -0.1, -0.2], [-0.6, -3.2, -3.0], [-0.1, 0.5, 0.1], [0.0, -0.2, 0.0], [-0.3, 0.1, 0.4], [-0.6, -0.1, 0.6], [-0.1, 0.0, -0.4], [-0.5, -0.1, 0.3], [0.2, 0.9, -0.1], [-0.1, 0.0, 0.2], [0.3, -0.3, -0.3], [-3.1, -2.4, -0.2], [0.5, -0.7, 0.0], [-0.5, -0.2, 0.1], [0.0, 0.0, -0.2], [0.4, -0.1, 0.2], [-0.1, -0.5, 0.5]],
  "mulliken_charge": [0.332, 0.561, 0.182, -1.224, -1.608, -0.570, 1.062, -0.631, -0.658, 0.638, 0.116, 0.769, 0.552, 0.031, -0.290, 2.053, -0.236, 0.254, -0.637, -1.549, 0.345, -0.419, 0.336, 0.356, -2.169, 0.762, 0.486, 0.462, -0.857, -0.379, -0.901, 0.209, 0.493, -0.902, 1.258, -0.711, -0.665, 0.423, 0.352, 0.461, 0.416, 0.586, -0.992, -0.590, 0.355, -0.150, -1.011, -0.537, 0.181, 0.656, -0.018, 0.452, 0.761, 0.717, 0.438, 0.416, -0.856, 0.122, 0.787, -1.160, -1.102, 0.552, -0.929, -1.344, 0.339, -1.360, -1.141, 0.574, 0.880, -0.965, 0.273, 0.389, 0.354, 0.383, 0.486, 0.364, 0.376, 0.401, 0.485, 0.245, 0.558, 0.489, 0.341, 0.375, 0.317],
  "energy_ha": -2566.03361,
  "homo_lumo_gap_ev": 5.157,
  "homo_ev": -6.18,
  "e_above_lowest_ev": 36.036
}

***

Sequential molecular weight output: 636.6, 671.6 g mol⁻¹